A molecular structure, C4H12MnN3O11S, computed with wB97M-V/def2-TZVPD.

Results
Frontier orbital gap (alpha / beta) = 4.88 / 4.85 eV
Highest occupied orbital energy (alpha / beta) = -3.341 / -3.344 eV
Spin multiplicity = 6
LUMO energy (alpha / beta) = 1.5 / 1.5 eV
Energy relative to the best compared isomer or geometry (same formula, charge and spin) = 293.9 kJ/mol
<S²> = 8.7554
Total charge = -1

```
32
C4H12MnN3O11S (wB97M-V/def2-TZVPD)
Mn -0.2054 -0.4179 -0.7565
C 2.1516 -0.1528 1.6161
O 1.3232 0.2111 0.5569
H 3.1849 -0.1334 1.2698
H 2.1413 0.5685 2.4332
H 1.9740 -1.1937 1.8867
S -1.5709 -1.8332 -2.4890
O -1.9965 -1.4152 -1.1780
O -0.1799 -1.5415 -2.3843
O -1.8807 -3.2134 -2.7931
O -2.3130 -1.2815 -3.6118
C -0.0519 3.6145 -2.7965
N -0.5477 2.7217 -1.7693
O -0.2016 1.5551 -1.8163
O -1.2631 3.2392 -0.8830
H 1.0219 3.7477 -2.6651
H -0.6179 4.5296 -2.6228
H -0.2291 3.2562 -3.8105
C 1.3409 -3.9148 1.9878
N 1.0191 -3.8176 0.5123
O 0.3955 -2.8858 0.0760
O 1.6013 -4.6009 -0.2656
H 0.3896 -3.5943 2.4126
H 2.1604 -3.2901 2.3430
H 1.5647 -4.9806 1.9434
C -0.8700 2.4874 2.1177
N -1.9380 1.5852 1.5987
O -3.1028 1.9881 1.3981
O -1.5479 0.6257 0.9928
H -1.1421 3.4923 1.7950
H 0.1112 2.2471 1.7084
H -0.7210 2.3974 3.1937
```

Mulliken atomic charge list, values in e, 8 entries: number 1, Mn, carries 1.21; number 2, C, carries -0.46; number 3, O, carries -0.59; number 4, H, carries 0.30; number 5, H, carries 0.25; number 6, H, carries -0.25; number 7, S, carries 1.29; number 8, O, carries -0.67